{
  "formula": "C41H55FN10O4",
  "method": "ωB97M-V with the def2-TZVPD basis set",
  "elements": ["N", "C", "C", "C", "C", "C", "O", "C", "O", "O", "C", "N", "C", "C", "O", "F", "H", "H", "H", "H", "H", "H", "H", "H", "H", "H", "H", "H", "H", "H", "H", "C", "C", "C", "N", "C", "H", "H", "H", "H", "H", "C", "C", "C", "N", "C", "H", "H", "H", "H", "H", "C", "C", "C", "N", "C", "H", "H", "H", "H", "H", "C", "C", "C", "N", "C", "H", "H", "H", "H", "H", "C", "C", "C", "N", "C", "H", "H", "H", "H", "H", "C", "C", "C", "N", "C", "H", "H", "H", "H", "H", "C", "C", "C", "N", "C", "H", "H", "H", "H", "H", "C", "C", "C", "N", "C", "H", "H", "H", "H", "H"],
  "positions_angstrom": [[-1.87861, -2.43314, 3.26706], [-1.41370, -1.04773, 3.66921], [0.19926, -0.92631, 3.96207], [1.14110, -1.55624, 2.73472], [0.76151, -0.71721, 1.37526], [1.88527, -0.94045, 0.18251], [1.09421, -0.51126, -1.01801], [2.13465, -0.39145, -2.09078], [2.13457, -0.90165, -3.32672], [3.14916, 0.44888, -1.38980], [3.09028, 0.15882, 0.07351], [2.94278, 1.53414, 0.68440], [4.63806, -0.24723, 0.41453], [4.83100, -1.59539, 1.32313], [5.71977, -1.51457, 2.35177], [4.18306, -2.91044, 1.11687], [-1.55716, -2.63258, 2.28744], [-1.36574, -3.13845, 3.85639], [-1.97562, -0.78376, 4.68674], [-1.75012, -0.20886, 2.90600], [0.43063, -1.41898, 5.00632], [0.45039, 0.24056, 3.95624], [2.25726, -1.39673, 3.10198], [0.89080, -2.69068, 2.51238], [-0.26639, -1.16309, 0.97916], [0.60037, 0.40243, 1.67646], [2.09993, -2.07461, -0.11768], [2.04966, 1.98944, 0.36135], [2.88534, 1.43185, 1.74074], [5.08960, 0.65842, 1.04761], [5.28896, -0.27327, -0.58284], [-1.03035, 4.51274, -2.15996], [-0.25707, 4.44039, -3.34319], [0.51717, 3.30488, -3.25880], [0.24162, 2.69220, -2.06407], [-0.70497, 3.41866, -1.38970], [-1.74808, 5.27944, -1.89849], [-0.26468, 5.14081, -4.16832], [1.23962, 2.88225, -3.94422], [0.66921, 1.83730, -1.73249], [-1.06385, 3.09661, -0.42135], [-0.74067, 5.33035, 3.32358], [-0.91853, 4.78862, 2.02815], [0.30155, 4.83732, 1.39177], [1.20817, 5.39379, 2.25612], [0.58287, 5.69256, 3.43861], [-1.49617, 5.44292, 4.09031], [-1.83751, 4.40376, 1.60526], [0.60110, 4.52567, 0.40005], [2.18578, 5.55743, 2.05333], [1.13141, 6.13758, 4.25792], [-5.71780, -0.62402, 0.23064], [-4.61609, -1.37026, 0.71292], [-4.43136, -1.02327, 2.03255], [-5.37997, -0.09035, 2.36197], [-6.17239, 0.15525, 1.27097], [-6.13538, -0.65288, -0.76742], [-4.02187, -2.08441, 0.15760], [-3.70720, -1.35848, 2.76302], [-5.48008, 0.34753, 3.26854], [-6.98872, 0.86278, 1.32768], [4.38779, 0.86971, -5.06802], [5.37750, 1.03042, -6.06696], [6.40953, 1.75199, -5.50999], [6.07507, 2.03632, -4.21153], [4.84632, 1.49756, -3.93146], [3.44311, 0.35087, -5.16660], [5.34158, 0.65917, -7.08301], [7.35016, 2.08767, -5.92578], [6.64611, 2.56080, -3.56155], [4.40390, 1.60813, -2.95052], [-2.42389, -0.32440, -5.42956], [-1.96936, 0.14392, -6.68547], [-0.59565, 0.04972, -6.68604], [-0.20518, -0.45451, -5.47278], [-1.31364, -0.69086, -4.70207], [-3.45037, -0.38866, -5.09260], [-2.57855, 0.50982, -7.50185], [0.13554, 0.29891, -7.44342], [0.75119, -0.62619, -5.19081], [-1.21765, -1.09698, -3.70404], [1.66163, -4.67938, 8.05342], [2.90863, -4.43291, 7.43096], [2.67215, -4.28432, 6.08265], [1.32687, -4.43723, 5.86921], [0.70186, -4.67300, 7.06600], [1.48278, -4.84261, 9.10827], [3.87502, -4.36988, 7.91430], [3.34438, -4.08470, 5.25887], [0.86727, -4.38352, 4.96948], [-0.36925, -4.81725, 7.11222], [-3.95645, -0.30013, 7.85921], [-3.19019, 0.24353, 8.91776], [-1.92323, -0.28712, 8.82203], [-1.89957, -1.13549, 7.74574], [-3.13349, -1.14558, 7.14919], [-4.99600, -0.09598, 7.63789], [-3.52620, 0.94694, 9.66861], [-1.03923, -0.13506, 9.42684], [-1.09688, -1.66969, 7.43921], [-3.32025, -1.75309, 6.27382], [-3.79126, -2.55601, -10.41973], [-2.80155, -2.39530, -11.41867], [-1.76952, -1.67373, -10.86171], [-2.10398, -1.38940, -9.56325], [-3.33273, -1.92816, -9.28318], [-4.73593, -3.07485, -10.51832], [-2.83747, -2.76655, -12.43473], [-0.82888, -1.33805, -11.27750], [-1.53293, -0.86492, -8.91327], [-3.77515, -1.81759, -8.30224]],
  "forces_ev_per_a": [[1.72, 0.32, -0.23], [0.24, 0.88, 1.12], [-0.18, 0.38, -0.86], [-0.74, 0.65, 0.54], [0.50, -1.22, 0.52], [-2.08, 0.63, -0.64], [2.82, -0.66, -2.92], [-0.27, -1.15, -2.39], [-0.02, 3.99, 8.85], [-2.31, -2.98, -1.57], [1.44, 0.72, -0.52], [-1.45, -1.64, 0.57], [-0.07, -0.18, 0.39], [5.59, -0.02, 5.98], [-6.65, -1.00, -7.34], [1.51, 4.10, 0.10], [-0.46, 0.28, 1.20], [-0.75, 1.00, -0.67], [1.26, -0.46, -2.18], [0.65, -2.04, 1.33], [-0.22, 1.01, -2.12], [-0.43, -2.52, 0.44], [-2.21, -0.54, -1.06], [0.79, 2.25, 0.70], [2.28, 1.13, 0.63], [0.48, -2.01, -0.96], [0.18, 2.47, 1.50], [1.08, -0.72, 0.47], [0.05, 0.20, -1.70], [-0.99, -2.41, -1.17], [-1.63, -0.41, 2.15], [-0.10, -0.18, 0.37], [0.30, -0.22, -0.20], [0.08, 0.09, -0.11], [0.07, -0.01, -0.01], [-0.18, 0.05, -0.01], [0.12, -0.14, -0.02], [0.00, -0.15, 0.13], [-0.11, 0.09, 0.08], [-0.29, 0.24, -0.15], [-0.01, 0.04, -0.19], [0.26, 0.15, 0.31], [0.16, -0.17, -0.34], [0.13, -0.07, -0.08], [-0.01, -0.07, 0.09], [-0.05, 0.06, 0.09], [0.15, -0.01, -0.12], [0.14, 0.08, 0.05], [-0.11, 0.18, 0.16], [-0.40, -0.04, 0.06], [-0.14, -0.06, -0.13], [-0.33, 0.30, 0.04], [0.24, -0.05, 0.31], [0.08, 0.07, 0.13], [-0.03, -0.03, -0.09], [-0.06, 0.05, -0.12], [0.05, 0.02, 0.18], [-0.10, 0.09, 0.10], [-0.32, -0.07, -0.23], [0.04, -0.20, -0.36], [0.13, -0.13, -0.06], [-0.12, 0.07, 0.31], [0.38, 0.17, -0.10], [0.03, 0.00, -0.12], [0.04, -0.03, -0.02], [-0.13, 0.02, 0.07], [0.21, 0.08, 0.07], [0.03, 0.07, 0.17], [-0.18, -0.07, 0.04], [-0.24, -0.21, -0.28], [0.08, -0.01, -0.25], [0.05, -0.19, 0.35], [0.23, 0.10, -0.21], [0.02, 0.01, 0.05], [-0.07, -0.02, -0.11], [0.01, 0.07, -0.03], [0.18, 0.01, -0.04], [0.06, 0.02, 0.16], [-0.10, 0.03, 0.12], [-0.32, 0.01, 0.01], [-0.03, 0.09, -0.16], [-0.40, 0.01, -0.03], [0.19, 0.10, -0.35], [0.14, 0.00, 0.00], [-0.01, 0.11, -0.06], [-0.12, 0.00, 0.14], [0.01, 0.02, -0.19], [-0.17, -0.01, -0.11], [-0.08, -0.05, 0.16], [0.23, -0.06, 0.35], [0.17, -0.04, 0.03], [-0.02, -0.21, -0.34], [0.36, 0.03, 0.18], [-0.02, 0.04, 0.08], [0.03, 0.05, -0.03], [-0.11, -0.02, -0.03], [0.18, -0.05, 0.03], [0.08, -0.13, -0.13], [-0.18, -0.02, -0.09], [-0.27, 0.17, 0.16], [-0.04, 0.06, 0.16], [-0.11, 0.05, 0.35], [0.35, 0.11, -0.16], [-0.05, 0.00, -0.02], [-0.01, -0.09, -0.21], [-0.02, 0.04, 0.01], [0.16, 0.09, 0.04], [0.02, 0.07, 0.17], [-0.18, -0.07, 0.04], [-0.24, -0.30, -0.09], [0.08, -0.03, -0.17]],
  "mulliken_charge": [-0.511, -0.412, -0.616, -0.065, -0.774, 0.335, -0.274, 0.172, -0.588, -0.013, 0.697, -0.639, -0.731, 0.611, -0.510, -0.254, 0.219, 0.206, 0.201, 0.364, 0.224, 0.280, 0.067, 0.224, 0.128, 0.209, 0.334, 0.103, 0.310, 0.312, 0.333, -0.420, -0.872, -0.336, 0.295, -1.022, 0.414, 0.405, 0.512, 0.317, 0.658, -0.773, -0.172, -0.598, -0.024, -0.518, 0.394, 0.449, 0.645, 0.218, 0.394, -0.497, -0.481, -0.539, -0.011, -0.524, 0.394, 0.405, 0.677, 0.219, 0.388, 0.319, -0.934, -0.429, 0.038, -0.944, 0.487, 0.393, 0.378, 0.196, 0.473, -0.812, -0.354, -0.827, 0.131, -0.437, 0.432, 0.746, 0.454, 0.219, 0.501, -0.443, -0.460, -0.471, 0.021, -0.542, 0.408, 0.400, 0.435, 0.224, 0.443, -0.641, -0.394, -0.563, 0.100, -0.405, 0.405, 0.385, 0.383, 0.210, 0.558, -0.578, -0.438, -0.517, 0.129, -0.234, 0.379, 0.380, 0.345, 0.161, 0.350],
  "charge": 0,
  "gap_ha": 0.25993,
  "homo_ev": -7.876,
  "smiles": "NCCCC[C@H]1OC(=O)O[C@]1(N)CC(=O)F.c1cc[nH]c1.c1cc[nH]c1.c1cc[nH]c1.c1cc[nH]c1.c1cc[nH]c1.c1cc[nH]c1.c1cc[nH]c1.c1cc[nH]c1"
}